one.
16
Properties=species:S:1:pos:R:3:mulliken_charge:R:1 method="wB97M-V/def2-TZVPD" charge=0 smiles="CCC=O.O.O" homo_energy_ev=-10.32
O 1.927 -0.725 -0.825 -0.6004
O 2.194 1.073 1.374 -0.7137
O -0.527 0.699 2.402 -0.6594
C -1.775 -0.695 -1.347 -1.1330
C -0.416 -0.159 -0.858 -0.0992
C 0.772 -1.121 -0.593 0.1558
H 2.161 1.957 0.940 0.3392
H 2.289 0.237 0.829 0.3358
H -0.661 0.401 0.062 0.1780
H 0.564 -2.223 -0.395 0.3311
H -2.335 0.248 -1.690 0.2847
H -0.692 1.636 2.527 0.3116
H 0.374 0.777 1.923 0.3463
H 0.149 0.511 -1.481 0.2858
H -2.401 -1.196 -0.632 0.3375
H -1.623 -1.420 -2.236 0.2998


two.
16
Properties=species:S:1:pos:R:3:mulliken_charge:R:1 method="wB97M-V/def2-TZVPD" charge=0 smiles="CCC=O.O.O" homo_energy_ev=-10.30
O -0.010 1.515 0.681 -0.5388
O -1.908 -1.391 -0.522 -0.6510
O -1.032 1.252 -1.947 -0.6368
C 0.873 0.825 1.131 0.0493
C 1.507 -0.295 0.384 -0.4533
C 1.196 -1.690 0.967 -0.8795
H 0.234 -1.942 0.520 0.2254
H 1.992 -2.369 0.670 0.2739
H 1.159 -1.713 2.055 0.3211
H -2.552 -1.344 -1.230 0.3046
H -0.691 1.709 -1.162 0.3729
H 2.570 -0.083 0.326 0.3625
H -0.980 1.919 -2.641 0.2983
H 1.222 1.015 2.160 0.3294
H -1.384 -0.580 -0.567 0.3523
H 1.196 -0.269 -0.649 0.2696


three.
16
Properties=species:S:1:pos:R:3:mulliken_charge:R:1 method="wB97M-V/def2-TZVPD" charge=0 smiles=OCCCO.O homo_energy_ev=-10.25
O -0.007 1.759 1.324 -0.5208
O 0.226 -1.331 0.472 -0.4655
O 2.856 -1.683 -1.211 -0.6153
C -0.778 1.815 0.137 -0.3636
C -0.956 0.465 -0.553 -0.5511
C -1.068 -0.687 0.406 -0.5871
H -1.814 -1.438 0.101 0.3877
H -0.091 0.250 -1.177 0.2775
H -1.393 -0.460 1.426 0.3558
H -1.827 0.531 -1.195 0.3451
H 3.817 -1.586 -1.183 0.3108
H 0.468 0.919 1.335 0.3403
H 0.104 -2.204 0.860 0.2419
H 2.559 -1.064 -0.528 0.2955
H -0.331 2.515 -0.583 0.2586
H -1.765 2.199 0.370 0.2904


four.
16
Properties=species:S:1:pos:R:3:mulliken_charge:R:1 method="wB97M-V/def2-TZVPD" charge=0 smiles="C=CCO.O.O" homo_energy_ev=-10.01
O -1.977 -3.987 -3.160 -0.6145
O 1.069 6.032 0.728 -0.6325
O -1.290 -0.757 1.079 -0.4798
C -0.018 -1.473 0.692 -0.4480
C 0.967 -0.391 0.383 0.1078
C 1.858 0.211 1.076 -0.8036
H -0.314 -2.027 -0.229 0.2262
H 1.059 5.416 1.467 0.3221
H 2.281 0.949 0.489 0.3081
H -2.304 -3.172 -3.542 0.3161
H 0.257 -2.065 1.684 0.2531
H -1.408 -0.396 0.116 0.3276
H 0.203 6.121 0.413 0.3100
H 2.508 -0.384 1.825 0.2460
H 0.872 -0.166 -0.701 0.2616
H -2.418 -4.661 -3.601 0.2999


We find two to be the most stable, with the next structure 0.0168 hartree higher.


one.
16
Properties=species:S:1:pos:R:3:mulliken_charge:R:1 method="wB97M-V/def2-TZVPD" charge=0 smiles=OCCCO.O homo_energy_ev=-10.15
O -1.369 -0.344 2.198 -0.5077
O 2.713 -1.230 0.007 -0.6326
O -0.537 0.452 -2.616 -0.5401
C -0.793 -0.140 -0.233 -0.3007
C -0.411 0.897 -1.263 -0.4621
C -0.767 0.515 1.269 -0.4637
H 0.624 1.282 -1.197 0.2693
H -1.827 -0.502 -0.391 0.2268
H 2.015 -1.601 0.593 0.3218
H -0.108 -0.994 -0.397 0.1870
H -0.845 -0.114 2.994 0.3463
H -1.374 1.441 1.257 0.2551
H -1.097 1.737 -1.040 0.3145
H 3.402 -1.931 -0.032 0.3141
H 0.246 0.781 1.627 0.3658
H 0.128 -0.249 -2.776 0.3062


two.
16
Properties=species:S:1:pos:R:3:mulliken_charge:R:1 method="wB97M-V/def2-TZVPD" charge=0 smiles=COCCO.O homo_energy_ev=-9.80
O 1.085 0.731 -0.023 -0.2844
O -1.128 -5.950 1.449 -0.6525
O -1.422 0.279 -1.260 -0.5010
C 2.407 1.230 -0.142 -0.6756
C -1.344 1.148 -0.139 -0.5027
C 0.080 1.743 -0.108 -0.3591
H 2.578 1.557 -1.182 0.2924
H 0.275 2.218 -1.089 0.2758
H 2.588 2.086 0.529 0.2814
H 3.131 0.434 0.100 0.2303
H -1.533 0.637 0.825 0.2978
H -2.055 1.993 -0.217 0.2929
H -2.011 -6.340 1.640 0.3241
H -1.547 0.801 -2.080 0.3092
H -1.327 -5.084 1.025 0.3284
H 0.223 2.514 0.673 0.3430


We find one to be the most stable, with the next structure 0.0062 hartree higher.


one.
16
Properties=species:S:1:pos:R:3:mulliken_charge:R:1 method="wB97M-V/def2-TZVPD" charge=0 smiles="C=CCO.O.O" homo_energy_ev=-10.05
O 1.058 5.693 0.667 -0.6207
O -1.661 -0.509 0.942 -0.5367
O -2.085 -2.802 -2.736 -0.5903
C 1.865 -0.017 0.820 -0.5686
C 0.648 -0.219 0.438 -0.2143
C -0.354 -1.369 0.753 -0.1047
H -2.817 -2.569 -3.230 0.2971
H 2.340 -0.574 1.648 0.2212
H 2.545 0.753 0.406 0.2321
H -0.159 -2.003 1.779 0.2347
H 1.495 5.104 1.262 0.3074
H -0.422 -2.096 -0.083 0.2286
H 0.280 0.162 -0.553 0.2009
H 1.620 5.412 -0.077 0.3127
H -1.993 -3.704 -2.917 0.2999
H -2.360 -1.263 0.882 0.3008


two.
16
Properties=species:S:1:pos:R:3:mulliken_charge:R:1 method="wB97M-V/def2-TZVPD" charge=0 smiles="C=CCO.O.O" homo_energy_ev=-9.16
O 5.819 -0.516 -0.350 -0.6487
O 0.498 -0.947 1.557 -0.5215
O -5.488 -2.279 -0.672 -0.6465
C -0.655 1.055 0.445 -0.2196
C 0.592 0.195 0.609 -0.2513
C -0.588 2.115 -0.609 -0.7044
H 5.183 -0.148 0.342 0.3246
H -6.340 -2.613 -0.897 0.3160
H -4.749 -2.651 -1.221 0.3303
H 1.323 0.916 0.811 0.2842
H -1.377 2.755 -0.762 0.2988
H 0.187 2.251 -1.359 0.2345
H -1.701 0.720 0.478 0.3231
H 0.863 -0.342 -0.373 0.2407
H 6.546 0.128 -0.364 0.3245
H -0.114 -0.638 2.366 0.3152


We find one to be the most stable, with the next structure 0.0256 hartree higher.